10
Properties=species:S:1:pos:R:3:lowdin_charge:R:1 method="wB97M-V/def2-TZVPD" relative_energy_kcal_mol=110.1 spin_multiplicity=1 molar_mass_g_mol=97.1
N -1.89 -0.76 0.63 0.192
C -0.68 -0.58 0.68 -0.254
N 0.55 -0.86 1.26 0.079
N 1.26 -0.96 0.20 0.038
O 0.67 1.88 0.59 0.043
C 0.58 1.34 -0.48 -0.264
C 0.63 -0.15 -0.73 -0.149
H -2.31 -1.49 1.18 0.085
H 0.45 1.91 -1.42 0.123
H 0.85 -0.39 -1.78 0.109

=====

15
Properties=species:S:1:pos:R:3:lowdin_charge:R:1 method="wB97M-V/def2-TZVPD" relative_energy_kcal_mol=20.5 spin_multiplicity=1 molar_mass_g_mol=117.1
C -2.08 0.23 -0.45 -0.192
C -0.66 0.26 -0.31 -0.178
C -2.70 -0.18 0.68 0.000
N 2.49 -0.72 -0.83 -0.220
N 1.71 1.43 0.00 -0.253
N 0.08 -0.66 0.32 -0.198
P 1.72 -0.11 0.66 0.705
H -2.50 0.56 -1.36 0.082
H -3.73 0.16 0.80 0.059
H -2.03 -0.45 1.50 0.053
H 3.56 -0.66 -0.75 0.048
H 2.18 -1.67 -1.02 -0.003
H 1.35 1.99 0.78 0.011
H 0.86 1.38 -0.64 0.006
H -0.23 -1.55 0.63 0.082

=====

77
Properties=species:S:1:pos:R:3:lowdin_charge:R:1 method="wB97M-V/def2-TZVPD" charge=+1 relative_energy_kcal_mol=0.0 spin_multiplicity=5 s2=6.01 molar_mass_g_mol=797.4
Co -0.26 -0.09 -0.28 0.975
C -3.41 -1.98 1.38 -0.016
C -2.31 -2.09 2.39 -0.197
C -2.28 -3.16 3.28 -0.030
C -1.27 -3.29 4.22 -0.055
C -0.26 -2.33 4.28 -0.028
C -0.25 -1.24 3.42 -0.205
C 0.84 -0.21 3.50 -0.017
C -1.29 -1.15 2.49 -0.195
N -1.25 -0.04 1.58 0.098
C -1.68 1.11 1.89 -0.238
C -2.43 1.44 3.14 0.030
C -1.32 2.22 0.93 -0.229
C -1.96 3.55 1.09 0.031
N -0.43 1.93 0.06 0.098
C 0.15 2.95 -0.78 -0.218
C 1.27 3.61 -0.27 -0.228
C 1.75 3.35 1.13 -0.024
C 1.90 4.53 -1.09 -0.035
C 1.43 4.79 -2.37 -0.054
C 0.30 4.14 -2.83 -0.028
C -0.37 3.21 -2.05 -0.208
C -1.62 2.54 -2.54 -0.012
H -4.20 -2.70 1.60 0.090
H -3.04 -2.20 0.37 0.077
H -3.85 -0.99 1.36 0.077
H -3.07 -3.91 3.23 0.117
H -1.26 -4.13 4.90 0.111
H 0.53 -2.43 5.01 0.117
H 1.55 -0.48 4.27 0.089
H 0.45 0.78 3.75 0.078
H 1.38 -0.14 2.55 0.064
H -2.56 0.56 3.76 0.100
H -3.40 1.85 2.87 0.111
H -1.90 2.21 3.71 0.103
H -3.03 3.44 0.87 0.117
H -1.53 4.28 0.41 0.101
H -1.88 3.91 2.12 0.100
H 1.89 2.29 1.32 0.066
H 1.03 3.72 1.87 0.084
H 2.69 3.87 1.31 0.088
H 2.77 5.06 -0.72 0.118
H 1.93 5.51 -3.00 0.112
H -0.08 4.36 -3.82 0.117
H -1.87 2.89 -3.54 0.093
H -2.48 2.74 -1.89 0.084
H -1.50 1.45 -2.58 0.044
Se 4.26 0.97 -1.35 1.225
N 4.14 0.50 -3.05 -0.198
C 2.87 0.21 -3.27 -0.379
C 2.32 -0.27 -4.50 0.043
C 0.99 -0.55 -4.52 -0.006
C 0.19 -0.39 -3.35 -0.082
N 0.65 0.05 -2.21 0.065
C 1.99 0.36 -2.15 -0.447
N 2.53 0.77 -1.03 -0.194
H 2.96 -0.40 -5.36 0.135
H 0.51 -0.92 -5.42 0.122
H -0.86 -0.65 -3.37 0.123
Br 2.10 -4.94 -5.31 0.783
C 2.07 -4.05 -3.65 -0.689
C 0.84 -3.82 -3.03 -0.110
C 0.82 -3.13 -1.83 -0.022
C 2.00 -2.68 -1.25 -0.148
C 3.22 -2.95 -1.87 -0.003
C 3.26 -3.62 -3.08 -0.102
C 2.02 -1.90 0.00 -0.510
O 3.00 -1.68 0.66 0.112
O 0.82 -1.36 0.35 -0.124
H -0.07 -4.18 -3.49 0.111
H -0.14 -2.96 -1.35 0.116
H 4.13 -2.61 -1.40 0.126
H 4.20 -3.82 -3.57 0.110
O -3.87 -0.68 -1.93 0.121
N -3.07 -0.20 -1.17 -0.511
O -3.27 0.74 -0.41 0.023
O -1.83 -0.68 -1.25 -0.160

=====

50
Properties=species:S:1:pos:R:3:lowdin_charge:R:1 method="wB97M-V/def2-TZVPD" charge=+1 relative_energy_kcal_mol=0.0 spin_multiplicity=1 molar_mass_g_mol=699.2
Mg 4.78 -18.00 21.07 0.859
N 5.77 -19.52 20.89 -0.411
S 6.61 -20.41 19.86 0.464
O 6.30 -21.81 19.86 -0.208
O 7.93 -19.97 19.53 -0.227
F 5.75 -19.87 18.62 -0.200
S 6.50 -20.31 22.22 0.556
O 7.84 -19.91 22.50 -0.223
O 6.12 -21.66 22.54 -0.196
F 5.65 -19.52 23.33 -0.179
Cl 9.53 -24.11 25.67 0.561
C 10.15 -23.70 24.05 -0.660
C 9.04 -23.14 23.19 -0.646
Cl 9.67 -22.77 21.55 0.596
H 10.74 -24.53 23.67 0.077
H 10.90 -22.91 24.14 0.025
H 8.64 -22.17 23.49 0.031
H 8.16 -23.77 23.06 0.071
Cl 1.84 -23.79 18.89 0.537
C 3.46 -23.35 19.56 -0.665
C 4.17 -24.63 19.91 -0.684
Cl 3.45 -25.49 21.29 0.558
H 3.30 -22.77 20.47 0.060
H 4.03 -22.75 18.87 0.056
H 5.21 -24.40 20.16 0.064
H 4.20 -25.33 19.08 0.070
Cl 11.92 -18.13 20.89 0.542
C 10.68 -19.19 21.67 -0.666
C 11.07 -19.76 23.02 -0.640
Cl 12.44 -20.89 22.90 0.565
H 10.41 -19.95 20.94 0.035
H 9.81 -18.56 21.87 0.047
H 10.26 -20.31 23.48 0.044
H 11.41 -18.98 23.70 0.072
Cl 6.92 -16.75 19.69 0.562
C 8.18 -16.87 18.38 -0.547
C 9.35 -15.94 18.60 -0.632
Cl 8.81 -14.25 18.61 0.586
H 7.65 -16.52 17.50 0.041
H 8.39 -17.93 18.27 0.069
H 10.02 -16.01 17.75 0.089
H 9.83 -16.20 19.54 0.054
Cl 3.37 -17.60 19.18 0.616
C 2.83 -17.78 17.45 -0.475
C 3.94 -17.56 16.44 -0.599
Cl 4.84 -16.04 16.71 0.591
H 1.84 -17.32 17.38 0.100
H 2.61 -18.85 17.36 0.094
H 3.56 -17.61 15.42 0.099
H 4.70 -18.33 16.52 0.067